1.
Below is 15 unconnected molecules or ions with the total composition C25H80O25, with properties calculated with ωB97M-V/def2-TZVPD.

## Properties
Kohn-Sham gap	8.91	eV
molar mass	780.9	g/mol
lowest unoccupied orbital energy	-0.207	eV
HOMO	-0.335	Ha

```
! wB97M-V def2-TZVPD RIJCOSX def2/J DEFGRID3
* xyz 0 1
C -2.783 -1.465 -3.478
O -3.420 -0.300 -2.978
H -1.706 -1.515 -3.281
H -3.112 -2.379 -2.977
H -2.931 -1.611 -4.551
H -2.824 0.398 -3.306
C 3.242 1.557 -2.288
O 1.948 0.965 -2.418
H 3.320 2.047 -1.314
H 4.007 0.786 -2.365
H 3.397 2.313 -3.059
H 1.424 1.568 -2.973
C -3.469 -0.432 3.388
O -3.951 0.376 4.472
H -4.016 -1.366 3.242
H -3.600 0.092 2.434
H -2.417 -0.663 3.538
H -4.873 0.134 4.591
C -4.651 -1.512 0.057
O -5.305 -0.846 -1.005
H -3.950 -2.297 -0.240
H -4.094 -0.823 0.701
H -5.431 -1.988 0.656
H -4.741 -0.877 -1.796
C 2.379 -2.096 -3.424
O 2.958 -3.396 -3.603
H 1.595 -2.250 -2.676
H 3.104 -1.355 -3.089
H 1.951 -1.873 -4.401
H 3.624 -3.575 -2.935
C 3.204 4.733 1.971
C 2.952 3.218 2.042
O 2.235 2.913 3.244
O 3.961 5.173 3.065
H 2.229 5.234 1.934
H 3.665 4.965 1.010
H 3.950 2.774 2.010
H 2.320 2.907 1.210
H 2.894 2.807 3.939
H 3.505 5.004 3.892
C 0.279 -3.919 4.716
C -0.336 -2.526 4.705
O -0.241 -1.839 5.956
O -0.601 -4.913 5.253
H 1.159 -3.848 5.367
H 0.554 -4.234 3.713
H -1.374 -2.534 4.367
H 0.320 -1.992 4.008
H -0.793 -2.335 6.573
H -0.680 -4.779 6.201
C -0.938 0.291 -0.852
C -0.436 0.740 0.504
O -0.543 -0.344 1.423
O -0.118 -0.703 -1.422
H -1.105 1.142 -1.522
H -1.942 -0.110 -0.694
H -1.157 1.491 0.852
H 0.553 1.203 0.432
H -0.275 0.001 2.292
H 0.692 -0.294 -1.758
C 0.237 -5.602 -2.502
C -0.319 -4.369 -3.169
O -1.505 -4.613 -3.946
O -0.596 -6.113 -1.474
H 1.256 -5.425 -2.158
H 0.319 -6.380 -3.273
H 0.420 -3.904 -3.817
H -0.566 -3.603 -2.423
H -2.208 -4.649 -3.286
H -1.328 -6.601 -1.857
C 0.026 -3.731 0.905
C -1.463 -3.895 1.182
O -2.015 -2.669 1.647
O 0.583 -5.049 0.793
H 0.517 -3.178 1.704
H 0.173 -3.219 -0.050
H -1.737 -4.722 1.841
H -1.984 -4.211 0.263
H -1.451 -1.926 1.354
H 0.365 -5.440 -0.070
C -0.229 0.394 -5.961
C -1.417 1.270 -5.677
O -1.632 1.474 -4.291
O 0.972 1.065 -5.585
H -0.237 0.093 -7.014
H -0.323 -0.531 -5.378
H -2.306 0.755 -6.051
H -1.326 2.236 -6.189
H -0.792 1.815 -3.935
H 1.703 0.442 -5.650
C 3.438 -0.553 1.018
C 3.180 -1.923 1.623
O 2.612 -1.891 2.926
O 4.512 0.097 1.717
H 2.547 0.081 1.039
H 3.769 -0.680 -0.013
H 4.104 -2.511 1.647
H 2.482 -2.504 1.015
H 2.825 -1.068 3.373
H 4.155 0.549 2.484
C 0.950 4.438 -3.372
C 1.072 4.698 -4.870
O 1.931 3.772 -5.502
O 0.325 3.168 -3.172
H 0.353 5.264 -2.970
H 1.921 4.412 -2.867
H 1.491 5.694 -5.003
H 0.045 4.642 -5.247
H 1.582 2.883 -5.320
H -0.150 3.241 -2.323
C -1.013 2.505 5.135
C -0.412 1.118 5.032
O 0.203 0.824 3.794
O -2.115 2.663 4.231
H -0.287 3.232 4.759
H -1.349 2.735 6.147
H -1.153 0.366 5.282
H 0.395 1.113 5.779
H 0.775 1.545 3.499
H -2.713 1.902 4.284
C -0.331 4.655 0.386
C -0.688 4.234 1.782
O -2.090 4.283 1.962
O -0.603 3.613 -0.549
H 0.733 4.869 0.273
H -0.819 5.598 0.114
H -0.228 4.873 2.547
H -0.335 3.207 1.940
H -2.301 3.780 2.768
H -1.562 3.515 -0.626
*
```

2.
Below is 10 unconnected molecules or ions with the total composition C60H150N10O20, with properties calculated with ωB97M-V/def2-TZVPD.

## Properties
Kohn-Sham gap	8.69	eV
structure (SMILES)	COCCNCCOC.COCCNCCOC.COCCNCCOC.COCCNCCOC.COCCNCCOC.COCCNCCOC.COCCNCCOC.COCCNCCOC.COCCNCCOC.COCCNCCOC
molar mass	1331.9	g/mol
lowest unoccupied orbital energy	0.539	eV
HOMO	-0.300	Ha

```
! wB97M-V def2-TZVPD RIJCOSX def2/J DEFGRID3
* xyz 0 1
C 23.808 -8.517 26.831
O 22.933 -8.870 25.808
C 21.614 -8.989 26.157
C 20.683 -8.668 24.955
N 20.801 -7.265 24.524
C 19.930 -6.450 25.342
C 20.545 -5.145 25.741
O 21.732 -5.558 26.447
C 22.368 -4.476 27.150
H 23.940 -9.347 27.505
H 23.530 -7.672 27.478
H 24.733 -8.319 26.259
H 21.323 -8.381 26.989
H 21.331 -10.015 26.471
H 19.649 -8.848 25.228
H 20.940 -9.427 24.194
H 21.785 -6.949 24.619
H 19.721 -7.027 26.231
H 18.936 -6.275 24.895
H 19.823 -4.572 26.316
H 20.828 -4.623 24.768
H 21.728 -3.998 27.885
H 22.681 -3.725 26.374
H 23.300 -4.851 27.624
C 15.132 -6.259 34.761
O 16.217 -7.063 34.433
C 16.925 -7.518 35.611
C 18.258 -8.189 35.246
N 18.091 -9.212 34.274
C 19.294 -10.063 33.996
C 20.695 -9.480 34.018
O 20.904 -8.468 32.984
C 21.845 -7.498 33.393
H 14.884 -5.471 34.041
H 15.299 -5.798 35.700
H 14.182 -6.873 34.800
H 16.360 -8.292 36.215
H 17.162 -6.692 36.265
H 18.648 -8.738 36.146
H 19.014 -7.329 35.091
H 17.558 -8.878 33.454
H 19.171 -10.580 33.069
H 19.341 -10.804 34.774
H 21.394 -10.298 33.805
H 20.947 -8.887 34.907
H 21.651 -7.189 34.436
H 21.865 -6.617 32.752
H 22.853 -7.920 33.378
C 13.113 1.473 24.701
O 14.012 0.595 25.470
C 14.646 -0.357 24.659
C 15.837 -0.924 25.504
N 16.814 0.084 25.859
C 17.871 -0.458 26.766
C 18.735 -1.641 26.351
O 18.087 -2.867 26.718
C 17.842 -3.301 28.070
H 13.600 1.765 23.714
H 13.036 2.368 25.250
H 12.145 1.015 24.532
H 15.036 0.188 23.762
H 13.955 -1.049 24.364
H 16.303 -1.805 25.035
H 15.423 -1.348 26.440
H 16.308 0.812 26.313
H 17.461 -0.837 27.786
H 18.552 0.390 26.872
H 19.698 -1.509 26.873
H 18.873 -1.684 25.244
H 18.710 -3.153 28.679
H 17.551 -4.342 27.967
H 17.018 -2.794 28.599
C 15.824 -6.866 23.152
O 15.829 -8.271 23.394
C 14.511 -8.758 23.418
C 14.567 -10.249 23.645
N 15.125 -10.587 24.906
C 15.275 -11.979 25.129
C 15.888 -12.203 26.511
O 17.095 -11.469 26.736
C 18.004 -11.821 25.714
H 15.401 -6.675 22.166
H 16.849 -6.386 23.209
H 15.066 -6.504 23.885
H 13.848 -8.658 22.488
H 14.027 -8.346 24.256
H 15.125 -10.799 22.845
H 13.488 -10.549 23.574
H 16.039 -10.088 24.935
H 15.815 -12.598 24.358
H 14.278 -12.483 25.196
H 16.058 -13.235 26.700
H 15.161 -11.800 27.230
H 17.979 -11.345 24.704
H 18.068 -12.880 25.511
H 18.989 -11.651 26.093
C 20.285 -12.417 22.650
O 20.998 -12.307 23.841
C 22.423 -12.159 23.497
C 23.046 -12.147 24.907
N 22.840 -13.428 25.508
C 23.241 -13.423 26.950
C 23.307 -14.905 27.342
O 23.822 -15.158 28.660
C 25.174 -14.932 28.742
H 20.214 -11.459 22.125
H 19.311 -12.738 22.960
H 20.743 -13.192 21.979
H 22.619 -11.243 22.893
H 22.725 -12.956 22.870
H 22.562 -11.368 25.464
H 24.113 -11.995 24.987
H 21.872 -13.705 25.457
H 22.508 -12.905 27.569
H 24.199 -12.948 26.965
H 23.974 -15.188 26.536
H 22.341 -15.374 27.236
H 25.603 -15.422 29.641
H 25.544 -13.880 28.778
H 25.645 -15.368 27.886
C 19.730 -5.506 31.115
O 19.719 -4.371 31.925
C 18.419 -3.759 32.119
C 18.637 -2.649 33.079
N 19.010 -3.194 34.437
C 17.853 -3.774 35.085
C 18.257 -4.210 36.422
O 18.525 -2.976 37.149
C 19.287 -3.147 38.325
H 20.726 -5.701 30.721
H 19.147 -5.253 30.172
H 19.345 -6.384 31.608
H 17.684 -4.493 32.379
H 18.180 -3.395 31.109
H 17.748 -2.042 33.118
H 19.490 -2.012 32.667
H 19.229 -2.313 34.898
H 17.515 -4.632 34.537
H 16.998 -3.107 35.122
H 19.284 -4.729 36.278
H 17.584 -4.906 36.898
H 18.789 -3.666 39.168
H 19.558 -2.145 38.576
H 20.202 -3.694 38.124
C 23.845 -12.171 30.848
O 22.904 -12.356 31.941
C 22.799 -13.740 32.113
C 22.239 -14.102 33.454
N 20.850 -13.704 33.543
C 20.169 -14.410 34.592
C 18.660 -14.292 34.693
O 18.307 -12.992 35.096
C 17.084 -12.401 34.531
H 23.473 -12.521 29.885
H 24.815 -12.635 31.034
H 24.086 -11.130 30.869
H 23.840 -14.202 32.033
H 22.153 -14.181 31.371
H 22.902 -13.659 34.226
H 22.338 -15.157 33.544
H 20.794 -12.646 33.573
H 20.457 -14.263 35.618
H 20.358 -15.475 34.449
H 18.329 -14.977 35.509
H 18.071 -14.605 33.851
H 17.079 -11.412 35.008
H 16.150 -12.933 34.768
H 17.140 -12.215 33.496
C 14.476 -3.660 32.019
O 15.418 -3.957 30.982
C 14.969 -4.826 30.008
C 15.144 -6.284 30.332
N 14.145 -6.670 31.353
C 12.794 -6.838 30.760
C 11.721 -7.203 31.761
O 11.816 -8.604 32.195
C 12.676 -8.981 33.261
H 13.695 -3.001 31.547
H 14.954 -3.225 32.922
H 13.999 -4.571 32.345
H 15.591 -4.654 29.115
H 13.917 -4.510 29.726
H 16.145 -6.498 30.655
H 14.999 -6.906 29.451
H 14.357 -7.602 31.621
H 12.754 -7.522 29.917
H 12.495 -5.857 30.413
H 10.785 -7.142 31.316
H 11.763 -6.588 32.650
H 12.174 -9.015 34.221
H 13.595 -8.450 33.284
H 12.926 -10.011 33.051
C 19.976 -13.565 28.909
O 20.064 -12.206 28.692
C 20.123 -11.446 29.860
C 19.904 -10.006 29.577
N 18.650 -9.800 28.893
C 18.403 -8.378 28.573
C 17.148 -8.058 27.781
O 16.969 -6.670 27.618
C 15.956 -6.513 26.642
H 20.801 -13.953 29.521
H 19.845 -14.130 27.957
H 19.067 -13.824 29.511
H 21.039 -11.547 30.424
H 19.341 -11.846 30.545
H 20.726 -9.649 28.942
H 19.938 -9.457 30.511
H 18.594 -10.313 28.034
H 19.275 -7.993 28.041
H 18.409 -7.783 29.509
H 16.246 -8.631 28.051
H 17.294 -8.476 26.820
H 15.026 -7.044 26.900
H 16.313 -6.963 25.685
H 15.713 -5.468 26.562
C 10.985 -6.637 27.296
O 11.611 -7.888 27.467
C 10.809 -8.747 28.235
C 11.515 -10.116 28.340
N 12.668 -10.221 29.222
C 13.946 -9.738 28.778
C 14.936 -10.383 29.736
O 14.878 -9.833 31.033
C 16.121 -9.952 31.591
H 11.191 -5.975 28.127
H 9.895 -6.742 27.222
H 11.367 -6.209 26.315
H 9.929 -8.828 27.656
H 10.508 -8.219 29.132
H 11.850 -10.359 27.330
H 10.709 -10.868 28.543
H 12.450 -9.896 30.151
H 14.046 -8.690 28.968
H 14.250 -10.085 27.784
H 15.968 -10.210 29.299
H 14.746 -11.409 29.751
H 16.745 -10.862 31.222
H 16.073 -10.046 32.674
H 16.802 -9.146 31.361
*
```

> Which of these has the highest Kohn-Sham gap?

C25H80O25

> Which of these has the highest molar mass?

C60H150N10O20

> Number 2 is which compound?

C60H150N10O20